# 1
{
  "formula": "C51H63ClN6O13PS",
  "method": "ωB97M-V with the def2-TZVPD basis set",
  "symbols": ["C", "C", "C", "C", "N", "C", "C", "C", "C", "C", "C", "C", "N", "C", "C", "C", "C", "C", "C", "C", "C", "S", "O", "O", "O", "C", "P", "O", "Cl", "O", "C", "C", "C", "C", "C", "C", "C", "H", "H", "H", "H", "H", "H", "H", "H", "H", "H", "H", "H", "H", "H", "H", "H", "H", "H", "H", "H", "H", "H", "H", "H", "H", "H", "H", "H", "H", "H", "H", "H", "H", "H", "H", "H", "H", "H", "H", "H", "H", "H", "H", "C", "C", "C", "C", "C", "C", "N", "O", "O", "H", "H", "H", "H", "H", "C", "C", "C", "C", "C", "C", "N", "O", "O", "H", "H", "H", "H", "H", "C", "C", "C", "C", "C", "C", "N", "O", "O", "H", "H", "H", "H", "H", "C", "C", "C", "C", "C", "C", "N", "O", "O", "H", "H", "H", "H", "H"],
  "positions_angstrom": [[1.07, -2.49, 4.30], [0.67, -2.60, 2.84], [-0.60, -3.42, 2.62], [-1.43, -2.90, 1.43], [-1.78, -4.07, 0.54], [-3.22, -4.19, 0.19], [-3.69, -2.89, -0.39], [-3.65, -1.70, 0.63], [-5.09, -1.64, 1.21], [-6.13, -0.94, 0.33], [-7.44, -0.67, 1.07], [-7.34, 0.24, 2.29], [-7.09, 1.64, 1.98], [-7.92, 2.65, 2.38], [-7.41, 3.84, 1.98], [-6.19, 3.57, 1.30], [-6.04, 2.22, 1.33], [-3.26, -0.44, -0.14], [-1.86, -0.36, -0.78], [-0.89, 0.52, -0.02], [-1.37, 1.97, 0.08], [-0.56, 2.93, 1.32], [-1.23, 4.19, 1.33], [0.86, 2.98, 1.12], [-0.90, 2.21, 2.69], [-2.70, -2.10, 1.83], [-2.15, -0.71, 2.98], [-2.25, -1.48, 4.42], [-3.69, 0.66, 3.10], [1.65, -3.34, 2.11], [2.86, -2.69, 1.75], [2.81, -2.04, 0.38], [3.40, -0.80, 0.20], [3.43, -0.18, -1.03], [2.85, -0.82, -2.11], [2.27, -2.06, -1.94], [2.24, -2.68, -0.71], [1.47, -3.44, 4.65], [0.26, -2.15, 4.93], [1.87, -1.77, 4.41], [0.59, -1.60, 2.41], [-0.20, -4.41, 2.40], [-1.20, -3.53, 3.52], [-0.73, -2.30, 0.86], [-1.47, -4.96, 0.92], [-1.28, -3.96, -0.34], [-3.81, -4.46, 1.05], [-3.35, -4.99, -0.53], [-4.73, -3.05, -0.64], [-3.19, -2.65, -1.33], [-5.11, -1.27, 2.22], [-5.42, -2.68, 1.28], [-6.38, -1.62, -0.48], [-5.81, 0.00, -0.08], [-8.11, -0.18, 0.37], [-7.93, -1.60, 1.37], [-8.31, 0.23, 2.77], [-6.64, -0.11, 3.04], [-8.82, 2.48, 2.94], [-7.80, 4.82, 2.15], [-5.52, 4.28, 0.87], [-5.21, 1.70, 0.90], [-3.97, -0.38, -0.97], [-3.41, 0.47, 0.43], [-1.98, 0.09, -1.76], [-1.46, -1.34, -0.99], [-0.60, 0.14, 0.95], [0.03, 0.54, -0.60], [-2.43, 2.08, 0.30], [-1.20, 2.46, -0.88], [-0.06, 2.02, 3.13], [-3.30, -2.79, 2.44], [-2.83, -2.25, 4.38], [3.61, -3.46, 1.71], [3.22, -1.96, 2.47], [3.86, -0.31, 1.04], [3.88, 0.79, -1.11], [2.86, -0.33, -3.07], [1.83, -2.53, -2.81], [1.80, -3.65, -0.58], [-2.26, 6.63, -5.04], [-3.00, 5.83, -4.17], [-2.49, 4.63, -3.73], [-1.24, 4.23, -4.17], [-0.49, 5.01, -5.03], [-1.01, 6.21, -5.47], [-0.68, 2.96, -3.69], [-1.37, 2.29, -2.93], [0.43, 2.65, -4.05], [-2.66, 7.57, -5.38], [-3.98, 6.16, -3.84], [-3.07, 4.01, -3.06], [0.49, 4.68, -5.36], [-0.44, 6.83, -6.15], [6.43, 2.61, 1.68], [7.48, 2.53, 0.78], [8.65, 1.87, 1.13], [8.75, 1.31, 2.38], [7.72, 1.38, 3.30], [6.55, 2.04, 2.94], [9.98, 0.60, 2.75], [10.88, 0.56, 1.93], [10.04, 0.08, 3.84], [5.52, 3.11, 1.40], [7.39, 2.97, -0.21], [9.47, 1.81, 0.42], [7.82, 0.94, 4.28], [5.74, 2.11, 3.65], [9.91, -3.95, 5.37], [9.19, -5.13, 5.50], [7.98, -5.29, 4.84], [7.52, -4.25, 4.05], [8.22, -3.07, 3.91], [9.42, -2.92, 4.57], [6.24, -4.42, 3.33], [5.64, -5.46, 3.48], [5.86, -3.51, 2.62], [10.85, -3.84, 5.88], [9.57, -5.93, 6.12], [7.42, -6.20, 4.94], [7.84, -2.27, 3.29], [9.98, -2.00, 4.46], [-1.94, 0.40, -8.57], [-3.29, 0.62, -8.82], [-3.84, 1.88, -8.66], [-3.01, 2.91, -8.24], [-1.67, 2.71, -7.98], [-1.13, 1.45, -8.15], [-3.58, 4.26, -8.08], [-4.76, 4.41, -8.29], [-2.82, 5.15, -7.75], [-1.52, -0.59, -8.71], [-3.92, -0.20, -9.15], [-4.88, 2.06, -8.85], [-1.04, 3.53, -7.66], [-0.08, 1.28, -7.95]],
  "lowdin_charge": [-0.016, -0.389, -0.085, -0.235, 0.117, -0.110, -0.106, -0.401, -0.170, -0.181, -0.158, -0.146, -0.097, -0.102, -0.089, -0.079, -0.162, -0.154, -0.168, -0.213, -0.222, 0.557, -0.265, -0.271, -0.208, -0.320, 0.667, -0.323, 0.426, -0.125, -0.145, -0.198, -0.036, -0.065, -0.084, -0.092, -0.050, 0.100, 0.072, 0.081, 0.124, 0.127, 0.111, 0.127, 0.178, 0.184, 0.138, 0.142, 0.120, 0.129, 0.055, 0.121, 0.115, 0.085, 0.123, 0.117, 0.121, 0.099, 0.116, 0.095, 0.094, 0.067, 0.121, 0.054, 0.109, 0.095, 0.057, 0.116, 0.095, 0.086, 0.099, 0.110, 0.056, 0.115, 0.121, 0.111, 0.105, 0.105, 0.101, 0.106, -0.062, -0.053, 0.002, -0.152, -0.011, -0.066, -0.328, 0.030, 0.091, 0.116, 0.113, 0.118, 0.121, 0.116, -0.070, -0.062, 0.001, -0.147, -0.006, -0.067, -0.339, 0.098, 0.051, 0.107, 0.110, 0.122, 0.120, 0.107, -0.055, -0.062, -0.006, -0.148, 0.003, -0.051, -0.344, 0.081, 0.058, 0.111, 0.110, 0.119, 0.112, 0.081, -0.071, -0.064, -0.002, -0.144, -0.004, -0.063, -0.343, 0.090, 0.072, 0.107, 0.109, 0.121, 0.111, 0.109],
  "charge": 1,
  "homo_lumo_gap_ev": 7.20,
  "homo_energy_ev": -9.97
}

---

# 2
{
  "formula": "ClH4N2PS",
  "method": "ωB97M-V with the def2-TZVPD basis set",
  "symbols": ["N", "N", "P", "S", "Cl", "H", "H", "H", "H"],
  "positions_angstrom": [[-1.11, -0.70, -0.73], [0.55, 1.73, -0.30], [-0.12, -0.64, 0.62], [-1.11, -1.14, 2.19], [1.54, -1.77, 0.23], [-0.79, -1.58, -1.23], [-0.68, 0.14, -1.23], [1.58, 1.62, 0.09], [0.14, 2.34, 0.36]],
  "lowdin_charge": [-0.263, -0.091, -0.142, 0.357, 0.174, 0.043, 0.015, -0.003, -0.090],
  "multiplicity": 3,
  "homo_lumo_gap_ev": [8.14, 4.52],
  "de_lowest_kj_mol": 123.56,
  "homo_energy_ev": [-7.44, -8.25]
}

---

# 3
{
  "formula": "CH2N2O3",
  "method": "ωB97M-V with the def2-TZVPD basis set",
  "symbols": ["C", "N", "N", "O", "O", "O", "H", "H"],
  "positions_angstrom": [[0.81, -0.18, 0.95], [-1.65, 0.63, -0.89], [0.49, -0.63, -0.18], [0.82, -1.26, -1.13], [-1.09, 1.63, -1.23], [-1.24, -0.36, -0.26], [1.76, -0.25, 1.38], [0.10, 0.42, 1.37]],
  "lowdin_charge": [0.097, -0.179, -0.212, 0.108, 0.032, -0.006, 0.091, 0.068],
  "homo_lumo_gap_ev": [8.74, 8.74],
  "de_lowest_kj_mol": 518.87,
  "homo_energy_ev": [-9.27, -9.26]
}

---

# 4
{
  "formula": "C12H17N2O",
  "method": "ωB97M-V with the def2-TZVPD basis set",
  "symbols": ["C", "C", "C", "C", "C", "C", "C", "C", "C", "C", "C", "C", "N", "N", "O", "H", "H", "H", "H", "H", "H", "H", "H", "H", "H", "H", "H", "H", "H", "H", "H", "H"],
  "positions_angstrom": [[0.99, -1.52, 3.58], [2.11, -0.71, 3.63], [0.24, -1.70, 2.44], [2.49, -0.18, 2.38], [0.66, -1.08, 1.23], [0.23, -0.66, -2.56], [0.75, -1.41, -1.28], [0.08, 0.85, -2.31], [-1.98, -0.11, 0.53], [-1.01, 0.94, -0.25], [-0.03, -1.21, -0.05], [-1.44, 2.82, -1.75], [1.83, -0.34, 1.18], [-1.16, 1.25, -1.62], [-1.42, -1.34, -0.06], [0.86, -2.27, 4.37], [2.56, -0.49, 4.61], [-0.67, -2.19, 2.51], [3.41, 0.44, 2.36], [0.98, -0.81, -3.42], [-0.82, -0.98, -2.91], [0.89, -2.54, -1.49], [1.66, -0.95, -1.07], [0.85, 1.07, -1.57], [0.17, 1.41, -3.26], [-1.91, 0.05, 1.54], [-3.00, -0.02, 0.19], [-0.91, 1.82, 0.34], [-2.12, 2.85, -2.59], [-2.01, 3.20, -0.83], [-0.36, 3.20, -1.87], [-1.93, 0.62, -2.03]],
  "lowdin_charge": [-0.066, -0.043, 0.007, -0.100, -0.211, -0.120, -0.104, -0.175, -0.057, -0.077, -0.167, 0.072, 0.119, -0.166, -0.071, 0.126, 0.123, 0.095, 0.118, 0.151, 0.138, 0.180, 0.081, 0.136, 0.145, 0.089, 0.120, 0.101, 0.085, 0.123, 0.137, 0.211],
  "charge": 1,
  "homo_lumo_gap_ev": [6.90, 7.79],
  "de_lowest_kj_mol": 621.22,
  "homo_energy_ev": [-11.03, -11.74]
}

---

Number 1: M 1066.6 g mol⁻¹, largest force on an atom 2.32 eV/A. Number 2: M 130.5 g mol⁻¹, largest force on an atom 6.04 eV/A. Number 3: M 90.0 g mol⁻¹, largest force on an atom 4.35 eV/A. Number 4: M 205.3 g mol⁻¹, largest force on an atom 6.12 eV/A.